22
Properties=species:S:1:pos:R:3:forces:R:3:nbo_charge:R:1 method="wB97M-V/def2-TZVPD" total_charge=0 e_lumo_ev=0.74 de_lowest_ev=2.000 homo_energy_ev=-9.13 smiles=CNCCNCO.O largest_force_ev_per_a=2.03 orbital_gap_ev=9.873 total_energy_ha=-420.731614
C 2.4313 -0.5713 -0.7731 -1.964 -0.130 -0.515 -0.4240
N 1.2773 0.0529 -0.1011 -0.263 -0.295 -0.459 -0.6315
C 0.0753 -0.8146 -0.2251 0.770 0.570 -0.281 -0.2729
C -0.9938 -0.3578 0.7712 -0.662 0.688 -0.043 -0.2095
N -2.1032 0.4740 0.3001 -0.156 -0.090 -0.061 -0.6368
C -1.7420 1.6352 -0.4541 1.046 -1.523 -0.548 0.0771
O -1.2215 1.3025 -1.7719 -0.341 0.418 -0.164 -0.7568
H 3.1648 0.2003 -0.9395 0.980 -0.366 0.728 0.2123
H 2.1942 -0.9219 -1.7864 -0.285 0.073 -0.249 0.1598
H 2.5547 -1.5117 -0.2360 1.342 0.315 0.260 0.1938
H 1.0162 0.8692 -0.6486 0.219 0.191 0.158 0.3550
H 0.3457 -1.8637 -0.1128 0.138 -0.010 0.506 0.1946
H -0.2107 -0.7090 -1.2674 -0.743 -0.263 -0.027 0.2022
H -1.4197 -1.2072 1.2978 -0.024 -0.005 0.098 0.2205
H -0.5474 0.3115 1.5228 -0.241 -0.253 -0.526 0.1630
H -2.8465 -0.0880 -0.0872 -0.175 0.246 -0.196 0.3593
H -2.5538 2.3497 -0.5365 -0.045 0.115 0.109 0.1754
H -0.8184 2.0122 -0.0143 -0.485 0.666 0.469 0.1738
H -1.8810 0.7754 -2.2334 -0.062 0.071 -0.062 0.4598
O 1.0173 -0.7733 2.7830 -0.250 -0.105 0.644 -0.9480
H 1.7682 -1.0279 2.2446 0.005 0.314 -0.245 0.4705
H 0.4928 -0.1364 2.2678 1.196 -0.627 0.402 0.4624



22
Properties=species:S:1:pos:R:3:forces:R:3:nbo_charge:R:1 method="wB97M-V/def2-TZVPD" total_charge=0 e_lumo_ev=0.87 de_lowest_ev=5.288 homo_energy_ev=-8.02 largest_force_ev_per_a=4.67 orbital_gap_ev=8.893 total_energy_ha=-420.610771
C 1.6158 0.0385 0.2762 2.727 -0.332 -1.981 -0.0612
C 1.2643 1.3644 -1.1198 -0.241 -1.196 2.735 -0.1520
C 1.4117 -1.3242 -0.3806 -0.113 0.359 -0.009 -0.6657
N 0.1000 1.1527 -1.8228 -1.142 -0.139 -0.563 -0.8435
O 1.4186 -0.0507 1.6846 -0.706 0.391 -0.031 -0.7074
H 0.6068 -0.5576 1.8342 -0.029 0.064 0.144 0.4786
H 2.6892 0.2600 0.2321 -0.114 0.015 -0.047 0.1806
H -0.7186 1.1050 -1.1837 0.552 0.127 -0.779 0.4096
H 0.1253 0.3383 -2.4240 0.046 0.095 0.048 0.3594
H 1.2251 2.2496 -0.4927 0.198 0.305 -0.313 0.1886
H 2.1668 1.2725 -1.7200 0.049 -0.104 0.311 0.2030
H 0.3488 -1.5703 -0.4061 -0.022 -0.160 -0.061 0.2120
H 1.9572 -2.0988 0.1608 -0.121 0.013 0.143 0.2181
H 1.7989 -1.3314 -1.4010 -0.093 0.103 -0.055 0.2065
C -2.7902 -0.7826 0.8367 -0.066 0.059 -0.093 -0.2448
N -1.1251 0.8454 0.5951 3.122 -0.988 0.189 -0.6114
O -1.4356 -0.4819 1.0916 0.076 0.336 0.029 -0.4602
H -1.3517 1.4718 1.3723 0.335 -0.116 0.004 0.3423
H 0.1115 0.7229 0.5365 -4.517 1.152 0.262 0.4129
H -3.0206 -0.7142 -0.2319 0.064 0.018 0.058 0.1751
H -3.4538 -0.1026 1.3841 0.013 -0.088 -0.012 0.1668
H -2.9444 -1.8071 1.1782 -0.019 0.087 0.021 0.1925



22
Properties=species:S:1:pos:R:3:forces:R:3:nbo_charge:R:1 method="wB97M-V/def2-TZVPD" total_charge=0 e_lumo_ev=0.78 de_lowest_ev=1.631 homo_energy_ev=-9.74 smiles=NCC[C@H](N)CO.O largest_force_ev_per_a=3.84 orbital_gap_ev=10.525 total_energy_ha=-420.745181
N 1.2469 1.9727 -1.0694 0.734 0.168 -0.093 -0.8427
C 0.2055 1.1142 -0.5454 -0.715 -1.415 -0.259 -0.2214
C 0.7413 -0.1388 0.2077 0.759 1.571 1.881 -0.4128
C -0.2145 -0.9875 1.0867 -1.687 -0.020 -3.449 -0.0903
N -0.9780 -1.8314 0.0741 0.430 0.397 0.071 -0.8295
C -1.2237 -0.1390 1.7825 -2.414 0.935 1.438 -0.0945
O -2.3717 -0.8858 2.2945 0.942 -0.370 -0.091 -0.7207
H 2.0640 1.4188 -1.3011 -0.064 -0.183 -0.196 0.3558
H 1.6274 2.6367 -0.4065 -0.482 0.068 0.306 0.3604
H -0.3807 0.7224 -1.3914 0.009 0.349 0.016 0.1776
H -0.4977 1.6716 0.0617 0.141 0.276 0.093 0.1957
H 1.4643 0.3093 0.9033 0.153 -0.128 0.100 0.1959
H 1.3554 -0.6951 -0.4805 -0.089 -0.741 -0.166 0.2119
H 0.2737 -1.6417 1.7857 0.519 -0.243 0.195 0.2030
H -1.5867 -1.1780 -0.4205 0.294 -0.022 -0.164 0.3458
H -1.6684 -2.4421 0.4850 0.132 -0.264 0.470 0.3523
H -0.8568 0.4405 2.6134 0.803 0.037 0.559 0.1744
H -1.7903 0.6301 1.2352 0.808 -0.382 -0.788 0.1850
H -2.0615 -1.7812 2.4759 -0.182 0.076 0.243 0.4522
O 1.7076 0.1635 -3.3698 1.146 -0.887 -1.577 -0.9820
H 1.6468 1.1065 -3.2406 -0.799 -0.035 0.912 0.4984
H 1.2971 -0.4657 -2.7804 -0.437 0.815 0.502 0.4856



22
Properties=species:S:1:pos:R:3:forces:R:3:nbo_charge:R:1 method="wB97M-V/def2-TZVPD" total_charge=0 e_lumo_ev=0.52 de_lowest_ev=0.909 homo_energy_ev=-8.59 smiles=CN[C@@H](CN)CS.O largest_force_ev_per_a=1.90 orbital_gap_ev=9.111 total_energy_ha=-743.700410
C -1.6028 -1.3578 0.0590 -0.276 0.241 -0.214 -0.4244
N -1.7797 0.0030 0.5468 0.011 0.096 -0.117 -0.6447
C -0.5972 0.8571 0.6069 -0.278 -1.018 0.241 -0.0697
C 0.6335 0.2211 1.3235 0.394 1.013 -1.558 -0.2372
N 0.3568 -0.5664 2.4801 0.195 -0.166 0.493 -0.8419
C -0.1987 1.2792 -0.8072 0.358 0.138 -0.217 -0.5280
S -0.7056 2.9770 -1.2174 -0.102 0.055 -0.132 -0.0452
H -0.5644 -1.5360 -0.2210 0.024 -0.089 0.024 0.1865
H -2.2297 -1.5382 -0.8223 0.131 -0.040 0.022 0.1871
H -1.8873 -2.0878 0.8117 0.075 -0.188 0.101 0.1923
H -2.3520 0.0450 1.3720 0.058 0.060 0.078 0.3644
H -0.9066 1.7198 1.1872 0.025 0.270 0.000 0.2072
H 1.2512 -0.2832 0.5589 -0.411 -0.541 0.355 0.1773
H 1.2820 1.0853 1.5114 0.004 0.078 0.534 0.1800
H 0.6873 -1.5123 2.3864 -0.115 -0.089 0.064 0.3663
H -0.6173 -0.5709 2.7459 0.015 -0.027 -0.117 0.3583
H -0.5626 0.5792 -1.5580 -0.387 0.064 0.146 0.2309
H 0.8760 1.2319 -0.9471 0.317 0.215 0.248 0.2140
H -1.4822 2.7210 -2.2760 -0.020 -0.071 0.043 0.1264
O 3.6431 -0.7398 -2.4711 -0.502 -0.403 -0.130 -0.9305
H 2.7078 -0.9249 -2.6513 0.293 0.279 0.080 0.4644
H 4.0482 -1.6024 -2.6182 0.190 0.126 0.054 0.4667



22
Properties=species:S:1:pos:R:3:forces:R:3:lowdin_spin:R:1 method="wB97M-V/def2-TZVPD" total_charge=+1 e_lumo_ev="-3.43 / -8.17" de_lowest_ev=0.042 homo_energy_ev="-13.07 / -13.06" s_squared=0.756 largest_force_ev_per_a=2.67 multiplicity=2 orbital_gap_ev="9.642 / 4.888" total_energy_ha=-743.393607
C -1.1532 -0.7256 -1.1700 0.190 -0.905 0.956 0.1033
N -0.0577 -0.7800 -0.2532 -0.459 2.090 -1.596 0.4980
C 1.2527 -0.9183 -0.8341 1.061 -1.136 0.257 0.0597
C 2.2847 -1.2223 0.2314 0.739 -0.177 0.638 0.0137
S 2.7885 0.2484 1.2165 -0.234 -0.269 0.258 0.0041
C -1.6500 0.7779 -1.4075 -0.400 0.426 -0.300 0.1058
N -2.2918 1.4107 -0.3280 -0.100 -0.559 0.273 0.1175
H -0.8870 -1.1997 -2.1060 0.009 -0.099 -0.138 0.0002
H -2.0009 -1.2355 -0.7081 -0.215 0.100 -0.165 0.0237
H 1.7751 1.0711 0.9256 -0.147 0.023 -0.042 0.0001
H 1.5548 -0.0051 -1.3258 -0.153 0.641 -0.402 0.0287
H 1.2393 -1.7206 -1.5744 -0.188 0.044 0.042 0.0020
H 1.9171 -2.0747 0.8313 0.239 0.570 0.081 0.0001
H 3.2791 -1.5074 -0.1523 -0.791 -0.188 -0.453 0.0012
H -2.3590 0.6046 -2.2205 -0.049 0.193 0.018 0.0128
H -0.8442 1.4054 -1.7993 0.182 -0.317 0.152 0.0038
H -3.1902 1.0361 -0.0559 -0.163 0.010 -0.261 0.0042
H -0.1144 0.0266 0.3824 0.146 -0.943 0.618 0.0160
H -1.7617 1.5595 0.5136 0.306 0.463 0.003 0.0051
H 0.4570 0.3876 3.2305 -0.005 0.350 0.299 0.0001
H -0.4083 1.6348 2.9767 -0.061 0.103 0.130 0.0000
O 0.1701 1.2268 3.6272 0.092 -0.418 -0.368 0.0000



21
Properties=species:S:1:pos:R:3:forces:R:3:nbo_charge:R:1 method="wB97M-V/def2-TZVPD" total_charge=+1 e_lumo_ev=-3.47 de_lowest_ev=2.421 homo_energy_ev=-12.82 smiles=C[NH2+]C[C@H](N)PC largest_force_ev_per_a=5.05 orbital_gap_ev=9.351 total_energy_ha=-611.352454
C 2.5071 0.8048 0.7555 0.970 0.200 0.397 -0.4352
N 1.6464 0.6790 -0.4349 -1.726 1.775 -4.397 -0.5472
C 0.8626 -0.5922 -0.7192 1.287 -2.064 0.868 -0.2603
C -0.2048 -0.8211 0.3628 0.902 -0.549 2.087 -0.3449
N -0.9120 -2.0628 0.0695 0.473 0.910 0.240 -0.7881
P -1.1318 0.7767 0.6048 -1.818 -0.792 1.580 0.4448
C -2.6861 0.8084 -0.4420 1.276 1.954 -0.230 -0.9093
H 3.1410 -0.0875 0.8558 -0.499 0.135 0.063 0.2424
H 3.2042 1.6537 0.6206 -0.578 -0.327 -0.065 0.2509
H 1.8925 0.9990 1.6544 0.232 -0.330 -0.616 0.2527
H 0.9067 1.4786 -0.4523 1.303 -1.314 0.565 0.4535
H 2.0923 0.8068 -1.4293 0.042 0.071 2.712 0.4539
H 0.4685 -0.6214 -1.8168 0.643 0.390 2.040 0.2454
H 1.6455 -1.3991 -0.5711 -0.911 0.664 -0.714 0.2437
H 0.2342 -1.0504 1.4823 -0.336 1.135 -2.762 0.2445
H -1.8155 -2.0728 0.5334 0.082 -0.119 0.183 0.3761
H -1.1035 -1.8862 -0.8783 -0.966 -0.844 -1.824 0.3388
H -1.7687 -0.0029 1.6609 0.256 1.276 -0.134 0.0063
H -2.6286 1.6500 -1.1858 -0.010 -1.018 0.528 0.2440
H -3.4925 1.0624 0.2321 -0.190 -0.088 0.177 0.2607
H -2.8574 -0.1231 -0.9024 -0.434 -1.065 -0.697 0.2273